(1)
Entry from OMol25: a structure of composition C9H30BF4O6Ti (the ωB97M-V functional and the def2-TZVPD basis).

Structure (XYZ):
```
51
C9H30BF4O6Ti | OMol25 | the ωB97M-V functional and the def2-TZVPD basis
Ti -4.833 -7.049 37.520
B -7.677 -6.307 37.033
F -8.960 -5.975 37.325
F -7.266 -7.219 37.953
F -7.627 -6.771 35.749
F -6.766 -5.259 37.112
C -10.832 -6.173 34.662
O -10.328 -5.046 35.327
H -10.057 -6.586 34.016
H -11.043 -6.884 35.461
H -11.773 -5.999 34.139
H -9.619 -5.335 35.906
C -10.577 -8.729 39.518
O -9.285 -8.101 39.411
H -11.136 -8.838 38.588
H -10.483 -9.723 39.957
H -11.185 -8.154 40.217
H -9.215 -7.638 38.573
C -8.022 -2.640 35.332
O -8.410 -3.377 34.217
H -7.846 -1.604 35.045
H -8.714 -2.664 36.173
H -7.133 -2.931 35.891
H -9.074 -4.008 34.503
C -12.203 -5.264 38.251
C -11.142 -4.191 38.597
O -11.693 -2.920 38.534
H -11.740 -6.249 38.305
H -12.498 -5.197 37.204
H -13.039 -5.400 38.938
H -10.360 -4.201 37.837
H -10.772 -4.208 39.623
H -12.126 -2.795 37.687
C -6.614 -1.767 38.883
C -5.825 -2.701 39.903
O -5.037 -3.584 39.198
H -6.972 -0.887 39.417
H -7.471 -2.136 38.321
H -5.927 -1.368 38.137
H -6.426 -3.383 40.504
H -5.156 -2.034 40.447
H -5.586 -4.166 38.667
C -5.865 -10.627 41.947
C -7.205 -10.090 41.372
O -6.890 -8.911 40.664
H -6.012 -11.617 42.378
H -5.538 -9.995 42.773
H -5.137 -10.661 41.136
H -7.975 -9.944 42.130
H -7.528 -10.802 40.612
H -7.759 -8.554 40.464
```

Results
Strongest force on any atom = 2.95 eV/A
Orbital gap (alpha / beta) = 6.742 / 8.099 eV
Relative energy (zero: lowest compared OMol25 entry of this formula, charge and spin) = 22.1 kcal per mole
E = -56766.419 eV
Multiplicity = 4

Atom charges from the natural (NBO) analysis, given in e for atoms 1 to 8:
1. Ti 0.97
2. B 1.29
3. F -0.54
4. F -0.56
5. F -0.55
6. F -0.58
7. C -0.25
8. O -0.76

(2)
Entry from OMol25: a cluster of 6 separate species, C9H30N6O9 in total (the ωB97M-V functional and the def2-TZVPD basis).

Structure (XYZ):
```
54
C9H30N6O9 | OMol25 | the ωB97M-V functional and the def2-TZVPD basis
C 2.017 -2.520 -3.612
O 2.505 -2.958 -4.609
N 1.052 -1.631 -3.598
N 2.161 -3.007 -2.411
H 0.657 -1.202 -4.423
H 0.645 -1.326 -2.725
H 2.973 -3.588 -2.256
H 1.601 -2.701 -1.628
C 1.500 4.599 -1.126
O 0.685 5.497 -1.136
N 2.646 4.739 -1.697
N 1.218 3.426 -0.677
H 3.404 4.086 -1.559
H 2.990 5.646 -1.979
H 1.970 2.753 -0.643
H 0.249 3.163 -0.567
C 0.444 0.434 5.269
O -0.049 -0.005 6.315
N 0.233 1.638 4.770
N 1.296 -0.236 4.518
H -0.288 2.275 5.356
H 0.929 1.965 4.116
H 1.514 0.039 3.571
H 1.535 -1.151 4.872
C 0.308 0.417 0.785
C 0.654 0.156 -0.625
O 0.017 -1.039 -1.097
O 0.821 -0.575 1.533
H -0.781 0.413 0.802
H 0.630 1.432 1.018
H 1.716 0.182 -0.871
H 0.197 0.885 -1.295
H -0.603 -1.249 -0.394
H 0.574 -1.448 1.220
C 0.359 -4.333 0.526
C -1.047 -3.859 0.748
O -1.214 -2.473 0.824
O 1.265 -4.380 1.557
H 0.831 -3.748 -0.264
H 0.147 -5.355 0.214
H -1.418 -4.282 1.681
H -1.776 -4.265 0.047
H -2.127 -2.447 1.122
H 2.025 -3.813 1.403
C -2.700 1.583 -1.120
C -4.174 1.619 -1.569
O -4.904 2.658 -0.929
O -1.989 2.724 -1.612
H -2.236 0.662 -1.475
H -2.625 1.650 -0.035
H -4.557 0.672 -1.190
H -4.114 1.714 -2.653
H -5.073 3.273 -1.646
H -2.092 3.293 -0.846
```

Results
Strongest force on any atom = 5.89 eV/A
Orbital gap = 9.585 eV
Relative energy (zero: lowest compared OMol25 entry of this formula, charge and spin) = 61.2 kcal per mole
E = -37186.882 eV

Atom charges from the natural (NBO) analysis, given in e for atoms 1 to 8:
1. C 0.75
2. O -0.66
3. N -0.85
4. N -0.84
5. H 0.40
6. H 0.40
7. H 0.40
8. H 0.39

(3)
Entry from OMol25: a cluster of 6 separate species, C9H31N7O7 in total (the ωB97M-V functional and the def2-TZVPD basis).

Structure (XYZ):
```
54
C9H31N7O7 | OMol25 | the ωB97M-V functional and the def2-TZVPD basis
C 4.743 2.325 3.108
O 5.030 2.169 1.914
N 3.466 2.219 3.552
N 5.679 2.567 4.061
H 3.141 2.653 4.397
H 2.773 2.056 2.826
H 5.342 2.850 4.960
H 6.628 2.640 3.747
C 2.059 0.857 0.339
O 1.639 1.195 1.461
N 3.272 1.179 -0.109
N 1.277 0.121 -0.502
H 3.785 1.824 0.492
H 3.521 1.044 -1.069
H 1.459 -0.176 -1.438
H 0.396 -0.143 -0.089
C -1.678 0.845 2.963
O -1.723 -0.293 2.443
N -0.591 1.620 2.966
N -2.752 1.321 3.649
H -0.570 2.574 3.274
H 0.261 1.335 2.468
H -3.535 0.696 3.691
H -2.658 2.247 4.017
C -0.348 -3.222 0.222
O -0.577 -2.150 -0.677
C -1.948 -1.749 -0.663
C -2.147 -0.477 -1.507
N -1.961 -0.907 -2.898
C -2.301 0.140 -3.873
C -1.952 -0.431 -5.268
O -2.002 0.594 -6.237
C -3.240 1.198 -6.438
H 0.687 -3.545 0.133
H -0.995 -4.093 0.077
H -0.530 -2.834 1.228
H -2.232 -1.598 0.385
H -2.613 -2.536 -1.024
H -1.520 0.360 -1.182
H -3.191 -0.186 -1.368
H -0.968 -1.116 -2.945
H -1.772 1.081 -3.694
H -3.384 0.251 -3.836
H -2.741 -1.166 -5.474
H -0.998 -0.951 -5.335
H -4.080 0.510 -6.639
H -3.211 1.773 -7.361
H -3.654 1.736 -5.580
O 1.429 -4.463 3.229
H 1.342 -3.564 2.875
H 1.809 -4.975 2.509
O 0.773 -1.526 2.751
H -0.084 -1.050 2.688
H 1.439 -0.831 2.779
```

Results
Strongest force on any atom = 1.80 eV/A
Orbital gap = 9.553 eV
Relative energy (zero: lowest compared OMol25 entry of this formula, charge and spin) = 0.0 kcal per mole
E = -34601.361 eV

Atom charges from the natural (NBO) analysis, given in e for atoms 1 to 8:
1. C 0.78
2. O -0.71
3. N -0.86
4. N -0.83
5. H 0.38
6. H 0.43
7. H 0.39
8. H 0.41

Question: Look up the strongest force on any atom of the second one.
Answer: 5.89 eV/A

Question: Which formula does entry 1 have?
Answer: C9H30BF4O6Ti

Question: E of number 3 (C9H31N7O7)?
Answer: -34601.361 eV